No. 1
Computed, not measured: 3 unconnected molecules or ions with the total composition C16H19F2O3PS2 in a non-equilibrium geometry, with ωB97M-V/def2-TZVPD.

Output
- SMILES = O=S1(=O)CCC[C@@H]([PH2]=S)O1.Fc1ccccc1.Fc1ccccc1
- HOMO (eV) = -8.64
- molecular weight (g mol⁻¹) = 392.4
- total energy (Ha) = -2184.08339

XYZ file:
```
43
Properties=species:S:1:pos:R:3:forces:R:3
S 3.323480 -0.952460 2.269977 -0.13 0.10 -0.06
S 0.278654 -2.645993 0.803870 -1.59 -9.51 3.81
P 3.107705 -0.072325 0.554980 0.44 -1.14 0.94
F -3.331370 -0.262381 2.399636 -0.04 -0.18 -0.31
F 3.555025 2.324391 -4.560079 0.06 0.18 0.10
O 0.942878 -3.246866 2.102863 -1.57 3.62 -4.76
O -0.524811 -3.860937 0.191922 2.72 5.27 0.88
O 1.363871 -2.147150 -0.380077 -1.34 1.72 1.68
C -0.276943 0.082396 1.337087 -0.50 -0.80 -0.33
C 2.084348 0.487189 -4.407599 0.05 0.02 0.01
C -3.150101 0.138539 4.716500 0.04 -0.05 -0.10
C 3.742393 0.608984 -6.167461 0.02 0.06 0.04
C -3.613808 0.507905 3.458646 -0.33 0.83 1.13
C -4.365699 1.664204 3.282720 0.03 -0.06 -0.10
C -4.199640 2.103295 5.652018 0.04 -0.07 -0.02
C 3.304297 -0.617996 -6.665082 -0.26 0.10 0.35
C 3.130419 1.148599 -5.041574 -0.30 -0.92 -0.41
C -3.439585 0.942976 5.818616 -0.21 0.22 -0.36
C -4.664809 2.462869 4.386216 0.24 -0.31 0.15
C 0.260240 0.238061 -0.222954 -0.06 0.60 0.95
C 1.638516 -0.734600 -4.911630 0.35 0.10 -0.27
C 1.575450 -0.705890 -0.468916 -0.14 2.39 -2.48
C -0.998954 -1.417783 1.374922 -0.87 2.89 -0.50
C 2.251703 -1.287128 -6.038791 -0.03 0.02 0.05
H 3.782708 -1.051972 -7.539777 -0.08 0.12 0.16
H 4.306726 -0.369570 -0.238176 -1.28 0.74 0.02
H -4.711666 1.933504 2.290293 0.02 -0.07 0.08
H -1.900723 -1.399350 0.600744 2.16 -0.39 1.53
H 1.906597 -2.242255 -6.428925 0.07 0.19 0.09
H -2.568267 -0.770578 4.827987 -0.05 0.07 -0.02
H 1.903591 -0.496683 -1.599409 -0.74 -0.77 2.30
H -1.043265 0.936119 1.616915 1.48 -1.91 -0.66
H 0.550236 1.380615 -0.385320 -0.36 -2.54 0.17
H 0.816217 -1.255882 -4.427853 0.15 0.10 -0.06
H -5.259661 3.364223 4.259664 0.12 -0.18 -0.02
H 3.027143 1.357617 0.802757 -0.18 -0.78 -1.10
H 1.625774 0.927644 -3.528302 0.02 0.05 -0.11
H -1.439840 -1.669960 2.443328 1.55 -0.07 -2.40
H -4.428967 2.728069 6.512621 0.04 -0.13 -0.18
H -3.075103 0.667073 6.805014 -0.06 0.01 -0.21
H 4.553328 1.146917 -6.647190 -0.08 -0.02 0.09
H -0.617629 -0.010856 -0.985183 1.96 0.35 1.63
H 0.579538 0.067427 2.135003 -1.41 0.17 -1.70
```
Forces are in eV/Å.

No. 2
Computed, not measured: a molecular structure, C37H30N7O4PSn in a non-equilibrium geometry, with ωB97M-V/def2-TZVPD.

Output
- HOMO (eV) = -0.80
- energy relative to the best compared isomer or geometry (same formula, charge and spin) (kcal per mole) = 10.47
- molecular weight (g mol⁻¹) = 786.4
- total energy (Ha) = -2667.93319
- net charge = -2

XYZ file:
```
80
Properties=species:S:1:pos:R:3:forces:R:3
Sn -18.694815 5.779833 -1.422737 0.56 1.44 -0.84
P -17.021876 6.354953 1.077881 0.13 -0.14 -0.97
O -18.538252 10.663230 -2.426732 -1.03 0.24 -0.35
O -15.025017 4.758836 -3.858939 0.22 -0.43 -0.31
O -21.979854 4.971948 -3.081663 -0.29 -0.82 0.98
O -19.737020 4.802879 0.814092 -0.55 -0.76 -0.28
N -22.910390 3.735616 -1.395610 -0.88 -0.36 0.52
N -20.684531 4.455318 -1.236656 -1.62 -0.42 0.52
N -16.696006 6.085383 -2.852760 -0.95 -1.64 -1.46
N -20.970675 8.193022 -1.660468 0.14 0.60 -0.25
N -16.546033 3.216222 -0.763853 0.11 -0.09 0.10
N -18.555218 4.369256 -3.921886 -0.71 0.05 0.21
N -18.182623 8.395119 -2.122367 -1.69 0.01 -0.24
C -24.144633 3.557801 -2.148161 -0.40 0.29 -0.87
C -19.507612 3.767042 -4.630056 0.29 -0.34 -0.78
C -14.198687 8.737511 -3.360674 -0.14 -0.29 0.77
C -23.176475 9.210714 -1.736941 0.74 0.78 -0.62
C -20.416020 9.338652 -2.055552 -0.72 -0.15 -0.05
C -14.830436 9.807126 -2.707938 0.20 -0.65 -0.77
C -21.864884 4.438918 -1.964789 2.05 0.45 -0.31
C -15.027517 3.392653 3.106791 -0.74 -0.15 0.92
C -15.405020 7.155046 0.784663 0.09 0.27 -0.37
C -17.289037 4.093789 -0.902623 0.18 -1.06 0.00
C -16.152135 7.340560 -2.919026 2.34 0.17 0.32
C -15.927783 3.114014 4.152208 0.37 -0.28 0.36
C -21.864569 3.743079 0.768740 -0.85 -0.16 0.41
C -16.155799 9.720510 -2.330826 0.10 -0.21 0.16
C -19.226272 2.912539 -5.725381 0.28 0.30 0.87
C -16.622331 4.991158 2.228094 0.64 0.24 -0.53
C -17.898821 2.556356 -5.947032 0.89 1.00 0.59
C -17.285324 4.168822 -4.224952 0.97 -0.93 -0.35
C -16.858505 8.492186 -2.436919 1.39 0.64 -0.43
C -15.421764 4.261847 2.122180 0.26 0.23 -1.22
C -17.517811 4.631379 3.197150 -0.86 -0.44 1.19
C -17.919041 8.404522 4.468908 0.87 0.71 -0.26
C -20.686059 4.347106 0.143424 -0.01 0.46 -0.47
C -14.795101 7.481806 -3.405077 -1.63 0.99 0.44
C -22.915040 3.469563 -0.037393 0.21 -0.40 -0.24
C -21.202016 10.459644 -2.368027 0.22 0.23 -0.45
C -22.298119 8.148756 -1.570112 0.22 0.32 0.29
C -19.117361 9.048875 4.197901 -0.29 0.07 -0.51
C -17.805491 7.547207 2.200754 -0.58 0.13 0.29
C -17.232630 7.718467 3.435514 -0.77 0.62 1.73
C -22.574726 10.416750 -2.178676 -0.34 0.10 -0.05
C -16.191005 5.019851 -3.583554 -1.09 1.84 1.15
C -19.698215 8.884858 2.934105 -0.11 0.72 0.35
C -16.889498 3.220844 -5.186623 -1.26 -0.39 -0.57
C -18.936438 9.484154 -2.229312 1.42 0.06 0.51
C -17.193478 3.672719 4.160337 -0.40 -0.30 -0.21
C -19.047200 8.163487 1.956770 -0.24 -0.90 -1.10
H -24.765683 4.483740 -2.062733 0.13 -0.76 0.07
H -15.830154 3.067254 -5.359007 -0.16 -0.05 0.11
H -13.187831 8.868604 -3.708000 0.35 -0.02 -0.13
H -16.717028 10.606225 -2.003318 0.68 -0.75 0.03
H -14.046633 2.937049 3.078996 -0.07 -0.18 -0.08
H -20.018098 2.541297 -6.366538 -0.05 -0.08 0.23
H -20.524804 4.004959 -4.335652 0.06 -0.01 -0.08
H -24.256996 9.091067 -1.626049 0.41 0.05 0.02
H -23.836076 2.956762 0.243299 0.30 0.24 0.43
H -14.822986 6.572336 0.070560 -0.02 -0.12 0.04
H -17.986689 3.313190 4.846431 0.76 0.41 -0.24
H -14.270970 10.706657 -2.554836 0.14 0.60 -0.04
H -17.428658 8.592995 5.431675 -0.14 -0.31 -0.32
H -14.783644 7.437737 1.630931 -0.05 -0.30 0.40
H -20.641661 11.293532 -2.835551 -0.64 -0.39 0.67
H -24.718671 2.645009 -1.786805 0.79 1.15 -0.48
H -14.348793 6.567863 -3.774719 0.30 0.49 0.01
H -19.532360 8.000800 0.976727 0.34 0.14 0.50
H -21.906949 3.558782 1.865116 0.12 0.13 -1.08
H -20.646599 9.403406 2.737317 0.42 -0.37 -0.13
H -19.611804 9.761621 4.871778 0.34 -0.64 0.12
H -23.154521 11.332784 -2.411348 0.17 -0.77 0.20
H -22.618355 7.172504 -1.326907 -0.84 -0.94 0.32
H -14.830875 4.272741 1.186061 -0.29 0.57 0.72
H -18.514337 5.064260 3.267386 0.25 0.15 -0.29
H -17.636555 1.829824 -6.725989 -0.03 0.34 0.30
H -23.891101 3.504882 -3.248851 -0.23 -0.26 1.32
H -15.652046 2.444094 4.968056 0.05 -0.01 -0.28
H -15.640002 8.085094 0.271336 -0.11 0.13 -0.25
H -16.277837 7.270194 3.647702 0.22 -0.12 0.14
```
Forces are in eV/Å.

The lowest HOMO belongs to which entry?
C16H19F2O3PS2

Among the records above, which one has the highest molecular weight?
C37H30N7O4PSn

Which of these has the highest HOMO?
C37H30N7O4PSn